This record from OMol25 describes an isolated ion of composition HO5S2 and charge -1 in a non-equilibrium geometry. The level of theory is wB97M-V/def2-TZVPD.

Geometry as XYZ:
```
8
Properties=species:S:1:pos:R:3:lowdin_charge:R:1
O 2.113 -1.182 0.018 -0.472
H -0.319 -0.159 1.617 -0.002
O -1.827 1.391 -0.284 -0.520
S 1.369 -0.042 -0.375 0.772
O 2.047 1.077 0.319 -0.502
O -0.310 -0.443 0.743 -0.467
O -1.225 -0.551 -1.622 -0.517
S -1.847 -0.091 -0.417 0.710
```

Values from the calculation:
**Frontier orbital gap**: 0.3275 Eh
**Net charge**: -1
**Energy relative to the best compared isomer or geometry (same formula, charge and spin)**: 0.694 eV
**Multiplicity**: 1